No. 1
This record from the Open Molecules 2025 dataset describes a molecular structure, C22H38BeO3P2S. The level of theory is wB97M-V/def2-TZVPD.

Output
HOMO level (spin up / spin down)   -6.1 / -5.5 eV
Maximum force   3.6 eV/A
Energy above the lowest of the compared OMol25 structures with the same formula, charge and spin   0.0 kcal per mole
Orbital gap (spin up / spin down)   6.49 / 5.96 eV

CARTESIAN COORDINATES (ANGSTROEM)
P (2.90, -0.65, -0.17)
P (0.85, -3.13, -0.89)
C (3.19, -2.39, 0.46)
C (2.66, -3.48, -0.46)
H (2.73, -2.46, 1.46)
H (4.28, -2.53, 0.58)
H (3.26, -3.61, -1.38)
H (2.68, -4.46, 0.05)
C (0.37, -3.94, 0.75)
H (-0.67, -3.73, 1.00)
H (1.04, -3.59, 1.55)
H (0.50, -5.03, 0.60)
C (0.40, -4.60, -1.92)
H (0.87, -5.50, -1.53)
H (0.73, -4.53, -2.97)
H (-0.69, -4.74, -1.93)
C (3.48, 0.38, 1.23)
H (3.55, 1.43, 0.91)
H (4.47, 0.05, 1.57)
H (2.77, 0.29, 2.08)
C (4.48, -0.68, -1.18)
H (4.35, -1.27, -2.10)
H (5.32, -1.13, -0.61)
H (4.76, 0.34, -1.45)
Be (0.94, 1.41, 2.29)
C (-1.46, -2.30, -2.16)
C (-0.72, -2.03, -0.97)
C (-0.20, -0.57, -0.75)
C (0.64, 0.05, -1.85)
C (1.85, -0.80, -2.14)
C (1.48, -2.19, -2.56)
C (0.52, -2.27, -3.77)
C (-0.99, -1.93, -3.47)
C (1.35, 2.77, 1.42)
H (-2.48, -2.65, -2.04)
H (-1.31, -2.29, -0.07)
H (0.37, -0.58, 0.18)
H (-1.07, 0.05, -0.58)
H (0.03, 0.21, -2.75)
H (0.95, 1.06, -1.50)
H (2.59, -0.28, -2.79)
H (2.40, -2.74, -2.84)
H (0.53, -3.31, -4.17)
H (0.87, -1.64, -4.63)
H (-1.15, -0.86, -3.64)
H (-1.60, -2.48, -4.20)
H (0.50, 3.47, 1.36)
H (1.61, 2.60, 0.37)
H (2.19, 3.33, 1.87)
C (-5.96, 6.14, 2.64)
C (-4.86, 5.12, 2.46)
C (-3.92, 4.88, 3.47)
C (-2.91, 3.95, 3.31)
C (-2.83, 3.24, 2.12)
C (-3.72, 3.49, 1.06)
C (-4.74, 4.41, 1.25)
S (-1.17, 1.18, 2.91)
O (-1.81, 2.32, 1.87)
O (0.04, 1.83, 3.63)
O (-0.27, 0.47, 1.83)
H (-6.23, 6.21, 3.70)
H (-5.63, 7.13, 2.31)
H (-6.84, 5.86, 2.06)
H (-4.01, 5.45, 4.40)
H (-2.17, 3.77, 4.12)
H (-3.63, 2.92, 0.13)
H (-5.47, 4.59, 0.45)

Results of the natural (NBO) charge analysis, in e, for atoms 1 through 2: 1.029, 1.536


No. 2
This record from the Open Molecules 2025 dataset describes a molecular structure, C22H38CaN8O2. The level of theory is wB97M-V/def2-TZVPD.

Output
HOMO level   -8.3 eV
Maximum force   2.6 eV/A
Energy above the lowest of the compared OMol25 structures with the same formula, charge and spin   6.2 kcal per mole
Orbital gap   8.34 eV

CARTESIAN COORDINATES (ANGSTROEM)
Ca (0.06, 0.20, -0.22)
C (2.89, -1.41, 0.50)
C (2.07, -2.51, -0.19)
N (0.76, -2.06, -0.69)
C (-0.38, -2.90, -0.26)
C (-0.64, -2.74, 1.24)
N (-0.60, -1.32, 1.66)
C (0.14, -1.07, 2.90)
C (1.65, -1.21, 2.63)
N (2.06, -0.56, 1.37)
H (3.31, -0.76, -0.26)
H (3.72, -1.88, 1.04)
H (1.90, -3.33, 0.51)
H (2.68, -2.92, -0.99)
H (0.77, -2.00, -1.70)
H (-0.21, -3.96, -0.48)
H (-1.27, -2.58, -0.80)
H (0.12, -3.29, 1.80)
H (-1.60, -3.19, 1.47)
H (-1.56, -0.98, 1.73)
H (-0.14, -1.74, 3.72)
H (-0.09, -0.06, 3.23)
H (1.90, -2.27, 2.57)
H (2.20, -0.81, 3.49)
H (2.57, 0.30, 1.55)
N (0.10, 2.21, 1.40)
C (0.75, 3.40, 0.77)
C (-0.29, 4.36, 0.21)
C (-1.27, 3.73, -0.79)
C (-0.60, 3.28, -2.10)
N (-0.75, 1.81, -2.26)
H (-0.76, 2.51, 1.84)
H (0.69, 1.86, 2.15)
H (1.40, 3.05, -0.03)
H (1.38, 3.93, 1.48)
H (0.25, 5.18, -0.27)
H (-0.85, 4.79, 1.04)
H (-2.07, 4.44, -0.99)
H (-1.75, 2.86, -0.33)
H (0.47, 3.50, -2.09)
H (-1.02, 3.84, -2.94)
H (-0.33, 1.51, -3.13)
H (-1.74, 1.58, -2.31)
N (3.48, 4.53, -3.33)
C (3.22, 3.40, -3.22)
N (2.96, 2.10, -3.16)
C (2.40, 1.47, -2.21)
N (1.89, 0.83, -1.36)
C (-5.81, 4.80, 0.03)
C (-5.19, 3.43, -0.02)
C (-5.01, 2.77, -1.23)
C (-4.40, 1.52, -1.30)
C (-4.25, 0.82, -2.64)
C (-3.96, 0.92, -0.13)
C (-4.17, 1.54, 1.11)
C (-3.74, 0.87, 2.40)
C (-4.78, 2.79, 1.14)
C (-3.15, -0.35, -0.18)
O (-3.62, -1.44, 0.12)
O (-1.93, -0.14, -0.57)
H (-6.36, 5.03, -0.89)
H (-5.05, 5.57, 0.16)
H (-6.51, 4.89, 0.87)
H (-5.35, 3.24, -2.15)
H (-4.03, 1.54, -3.43)
H (-5.17, 0.30, -2.90)
H (-3.45, 0.07, -2.62)
H (-3.87, -0.21, 2.35)
H (-4.32, 1.24, 3.24)
H (-2.68, 1.07, 2.63)
H (-4.94, 3.27, 2.10)

Results of the Löwdin charge analysis, in e, for atoms 1 through 2: 1.296, -0.216


No. 3
This record from the Open Molecules 2025 dataset describes a molecular structure, C22H38O3P2SSn. The level of theory is wB97M-V/def2-TZVPD.

Output
HOMO level (spin up / spin down)   -4.8 / -4.4 eV
Maximum force   4.7 eV/A
Energy above the lowest of the compared OMol25 structures with the same formula, charge and spin   43.5 kcal per mole
Orbital gap (spin up / spin down)   3.78 / 3.30 eV

CARTESIAN COORDINATES (ANGSTROEM)
P (-1.25, 3.23, -1.57)
P (2.34, 1.74, -1.08)
C (0.44, 3.82, -1.42)
C (1.40, 2.91, -2.14)
H (0.70, 3.87, -0.08)
H (0.52, 4.86, -1.76)
H (0.94, 2.30, -2.94)
H (2.17, 3.53, -2.62)
C (4.05, 2.38, -1.14)
H (4.69, 1.71, -0.55)
H (4.12, 3.41, -0.74)
H (4.37, 2.35, -2.19)
C (2.53, 0.19, -1.98)
H (3.49, 0.18, -2.52)
H (1.73, 0.18, -2.75)
H (2.47, -0.66, -1.28)
C (-2.10, 4.86, -1.50)
H (-3.15, 4.73, -1.20)
H (-2.08, 5.33, -2.49)
H (-1.61, 5.54, -0.80)
C (-1.73, 2.53, -3.16)
H (-0.90, 2.03, -3.68)
H (-2.10, 3.33, -3.82)
H (-2.55, 1.80, -3.03)
Sn (-0.10, -1.36, -2.49)
C (1.90, 2.19, 0.69)
C (1.50, 3.64, 0.84)
C (0.97, 3.87, 2.26)
C (-0.55, 3.62, 2.50)
C (-1.30, 3.74, 1.26)
C (-1.46, 2.69, 0.34)
C (-0.53, 1.39, 0.39)
C (0.76, 1.26, 1.20)
C (-2.21, -2.00, -2.46)
H (2.83, 2.01, 1.25)
H (2.34, 4.33, 0.65)
H (1.18, 4.90, 2.55)
H (1.54, 3.23, 2.95)
H (-0.78, 2.67, 3.02)
H (-0.91, 4.44, 3.15)
H (-1.81, 4.69, 1.08)
H (-2.51, 2.34, 0.20)
H (-0.23, 1.15, -0.65)
H (-1.21, 0.56, 0.68)
H (0.57, 1.43, 2.27)
H (1.07, 0.21, 1.13)
H (-2.30, -3.06, -2.22)
H (-2.61, -1.77, -3.47)
H (-2.72, -1.40, -1.71)
C (-1.05, -8.82, 3.21)
C (-0.94, -7.45, 2.58)
C (-2.00, -6.53, 2.65)
C (-1.91, -5.29, 2.00)
C (-0.77, -4.98, 1.23)
C (0.32, -5.86, 1.22)
C (0.22, -7.08, 1.89)
S (0.69, -3.28, -0.26)
O (-0.79, -3.82, 0.51)
O (0.33, -1.78, -0.27)
O (0.48, -3.74, -1.68)
H (-0.86, -8.78, 4.29)
H (-2.03, -9.27, 3.06)
H (-0.29, -9.48, 2.77)
H (-2.90, -6.77, 3.21)
H (-2.71, -4.55, 2.05)
H (1.25, -5.64, 0.68)
H (1.07, -7.77, 1.87)

Results of the natural (NBO) charge analysis, in e, for atoms 1 through 2: 1.278, 1.478


The highest maximum force belongs to which entry?
C22H38O3P2SSn


What did the first record say?
This record from the Open Molecules 2025 dataset describes a molecular structure, C22H38BeO3P2S. The level of theory is wB97M-V/def2-TZVPD.

Output
HOMO level (spin up / spin down)   -6.1 / -5.5 eV
Maximum force   3.6 eV/A
Energy above the lowest of the compared OMol25 structures with the same formula, charge and spin   0.0 kcal per mole
Orbital gap (spin up / spin down)   6.49 / 5.96 eV

CARTESIAN COORDINATES (ANGSTROEM)
P (2.90, -0.65, -0.17)
P (0.85, -3.13, -0.89)
C (3.19, -2.39, 0.46)
C (2.66, -3.48, -0.46)
H (2.73, -2.46, 1.46)
H (4.28, -2.53, 0.58)
H (3.26, -3.61, -1.38)
H (2.68, -4.46, 0.05)
C (0.37, -3.94, 0.75)
H (-0.67, -3.73, 1.00)
H (1.04, -3.59, 1.55)
H (0.50, -5.03, 0.60)
C (0.40, -4.60, -1.92)
H (0.87, -5.50, -1.53)
H (0.73, -4.53, -2.97)
H (-0.69, -4.74, -1.93)
C (3.48, 0.38, 1.23)
H (3.55, 1.43, 0.91)
H (4.47, 0.05, 1.57)
H (2.77, 0.29, 2.08)
C (4.48, -0.68, -1.18)
H (4.35, -1.27, -2.10)
H (5.32, -1.13, -0.61)
H (4.76, 0.34, -1.45)
Be (0.94, 1.41, 2.29)
C (-1.46, -2.30, -2.16)
C (-0.72, -2.03, -0.97)
C (-0.20, -0.57, -0.75)
C (0.64, 0.05, -1.85)
C (1.85, -0.80, -2.14)
C (1.48, -2.19, -2.56)
C (0.52, -2.27, -3.77)
C (-0.99, -1.93, -3.47)
C (1.35, 2.77, 1.42)
H (-2.48, -2.65, -2.04)
H (-1.31, -2.29, -0.07)
H (0.37, -0.58, 0.18)
H (-1.07, 0.05, -0.58)
H (0.03, 0.21, -2.75)
H (0.95, 1.06, -1.50)
H (2.59, -0.28, -2.79)
H (2.40, -2.74, -2.84)
H (0.53, -3.31, -4.17)
H (0.87, -1.64, -4.63)
H (-1.15, -0.86, -3.64)
H (-1.60, -2.48, -4.20)
H (0.50, 3.47, 1.36)
H (1.61, 2.60, 0.37)
H (2.19, 3.33, 1.87)
C (-5.96, 6.14, 2.64)
C (-4.86, 5.12, 2.46)
C (-3.92, 4.88, 3.47)
C (-2.91, 3.95, 3.31)
C (-2.83, 3.24, 2.12)
C (-3.72, 3.49, 1.06)
C (-4.74, 4.41, 1.25)
S (-1.17, 1.18, 2.91)
O (-1.81, 2.32, 1.87)
O (0.04, 1.83, 3.63)
O (-0.27, 0.47, 1.83)
H (-6.23, 6.21, 3.70)
H (-5.63, 7.13, 2.31)
H (-6.84, 5.86, 2.06)
H (-4.01, 5.45, 4.40)
H (-2.17, 3.77, 4.12)
H (-3.63, 2.92, 0.13)
H (-5.47, 4.59, 0.45)

Results of the natural (NBO) charge analysis, in e, for atoms 1 through 2: 1.029, 1.536


What did the first record say?
This record from the Open Molecules 2025 dataset describes a molecular structure, C22H38BeO3P2S. The level of theory is wB97M-V/def2-TZVPD.

Output
HOMO level (spin up / spin down)   -6.1 / -5.5 eV
Maximum force   3.6 eV/A
Energy above the lowest of the compared OMol25 structures with the same formula, charge and spin   0.0 kcal per mole
Orbital gap (spin up / spin down)   6.49 / 5.96 eV

CARTESIAN COORDINATES (ANGSTROEM)
P (2.90, -0.65, -0.17)
P (0.85, -3.13, -0.89)
C (3.19, -2.39, 0.46)
C (2.66, -3.48, -0.46)
H (2.73, -2.46, 1.46)
H (4.28, -2.53, 0.58)
H (3.26, -3.61, -1.38)
H (2.68, -4.46, 0.05)
C (0.37, -3.94, 0.75)
H (-0.67, -3.73, 1.00)
H (1.04, -3.59, 1.55)
H (0.50, -5.03, 0.60)
C (0.40, -4.60, -1.92)
H (0.87, -5.50, -1.53)
H (0.73, -4.53, -2.97)
H (-0.69, -4.74, -1.93)
C (3.48, 0.38, 1.23)
H (3.55, 1.43, 0.91)
H (4.47, 0.05, 1.57)
H (2.77, 0.29, 2.08)
C (4.48, -0.68, -1.18)
H (4.35, -1.27, -2.10)
H (5.32, -1.13, -0.61)
H (4.76, 0.34, -1.45)
Be (0.94, 1.41, 2.29)
C (-1.46, -2.30, -2.16)
C (-0.72, -2.03, -0.97)
C (-0.20, -0.57, -0.75)
C (0.64, 0.05, -1.85)
C (1.85, -0.80, -2.14)
C (1.48, -2.19, -2.56)
C (0.52, -2.27, -3.77)
C (-0.99, -1.93, -3.47)
C (1.35, 2.77, 1.42)
H (-2.48, -2.65, -2.04)
H (-1.31, -2.29, -0.07)
H (0.37, -0.58, 0.18)
H (-1.07, 0.05, -0.58)
H (0.03, 0.21, -2.75)
H (0.95, 1.06, -1.50)
H (2.59, -0.28, -2.79)
H (2.40, -2.74, -2.84)
H (0.53, -3.31, -4.17)
H (0.87, -1.64, -4.63)
H (-1.15, -0.86, -3.64)
H (-1.60, -2.48, -4.20)
H (0.50, 3.47, 1.36)
H (1.61, 2.60, 0.37)
H (2.19, 3.33, 1.87)
C (-5.96, 6.14, 2.64)
C (-4.86, 5.12, 2.46)
C (-3.92, 4.88, 3.47)
C (-2.91, 3.95, 3.31)
C (-2.83, 3.24, 2.12)
C (-3.72, 3.49, 1.06)
C (-4.74, 4.41, 1.25)
S (-1.17, 1.18, 2.91)
O (-1.81, 2.32, 1.87)
O (0.04, 1.83, 3.63)
O (-0.27, 0.47, 1.83)
H (-6.23, 6.21, 3.70)
H (-5.63, 7.13, 2.31)
H (-6.84, 5.86, 2.06)
H (-4.01, 5.45, 4.40)
H (-2.17, 3.77, 4.12)
H (-3.63, 2.92, 0.13)
H (-5.47, 4.59, 0.45)

Results of the natural (NBO) charge analysis, in e, for atoms 1 through 2: 1.029, 1.536


What is the energy above the lowest of the compared OMol25 structures with the same formula, charge and spin in the first record?
0.0 kcal per mole